(1)
Here is C25H19BF6FeO5S as an isolated structure from OMol25. Energies are from ωB97M-V/def2-TZVPD.

Positions of all 58 atoms, in Å:
F  1.70079  0.29588  -2.62424
H  -1.28902  -2.37028  1.68708
H  -1.88318  3.83123  1.42594
F  -2.07708  -4.41089  0.66533
H  -0.11183  -2.90407  -2.36382
C  -0.85600  0.96258  3.54101
H  0.67661  7.16233  0.65765
C  0.09876  6.37646  0.15715
H  1.87424  -0.04620  0.07832
H  0.45090  7.33885  -1.72156
H  0.48141  2.66011  3.09324
H  -1.58745  3.75860  -2.77733
O  1.10909  0.93136  2.22587
O  -2.23489  9.05455  -1.49798
C  1.12685  -0.81063  -0.04096
H  4.08325  -4.02781  6.04593
C  -1.89833  -3.78716  -0.51385
C  -1.40063  4.35318  0.59586
S  1.08343  -2.59309  4.31639
C  3.56164  -2.07581  4.26546
C  0.00606  -2.40682  -1.41354
F  -1.52630  -4.67193  -1.45691
C  0.05848  1.76900  2.61166
C  -3.58982  5.70867  -1.02397
C  0.97271  -1.43294  -1.26031
F  -3.03278  -3.16483  -0.88339
O  -3.10390  7.33372  2.18218
C  -0.80973  -2.74709  -0.35248
C  -0.71708  5.59060  -2.13202
F  3.14794  -1.26449  -2.05189
C  -0.64858  -2.11219  0.86103
H  -0.47383  5.60536  2.06752
H  3.47268  -0.40466  2.80959
H  2.50368  -3.78162  6.79735
C  1.59941  -1.29888  3.29741
C  1.87266  -1.02059  -2.40505
H  -1.91139  1.25762  3.47030
C  -0.56391  5.43608  0.98869
O  -4.59326  5.34132  -1.41679
F  1.54817  -1.72453  -3.50459
H  -0.53901  1.02636  4.58987
C  -1.57985  3.75108  -0.66737
C  -2.67779  6.93833  1.20354
C  -0.01673  6.46446  -1.25469
C  2.69541  -2.92184  4.87112
C  -1.26766  4.31225  -1.90299
H  2.68246  -4.94700  5.48977
H  -0.45629  2.07072  1.69219
H  -0.69436  5.89551  -3.18199
C  2.93502  -1.15780  3.36895
C  -2.13605  8.00068  -1.07919
B  0.56016  -0.45547  2.42840
C  3.01222  -3.97346  5.85240
H  4.62563  -2.08911  4.44789
C  0.32252  -1.15590  1.01343
H  -2.12410  2.81474  -0.68728
Fe  -1.93713  6.26644  -0.39225
O  -0.75191  -0.37856  3.16088

Output
Multiplicity   5
E_HOMO (alpha / beta)   -12.8 / -12.8 eV
Strongest force on any atom   0.114 Eh/bohr
HOMO-LUMO gap (alpha / beta)   3.4 / 2.4 eV
Electronic energy   -3625.4771 hartree
<S²>   6.141
Charge   +2

natural (NBO) atomic charge list, values in e, 8 entries:
1 F -0.34
2 H 0.24
3 H 0.31
4 F -0.31
5 H 0.25
6 C -0.09
7 H 0.31
8 C -0.18

=====

(2)
Here is C25H19BeN4O4S as an isolated structure from OMol25. Energies are from ωB97M-V/def2-TZVPD.

Positions of all 54 atoms, in Å:
C  2.37773  -3.81501  0.27881
C  -6.71176  5.33150  -0.81057
C  5.14114  -3.99012  0.17816
C  -4.67207  4.60030  0.34736
O  0.36771  0.71911  1.92384
N  0.26404  1.74113  -0.55890
C  3.11675  -2.80250  -0.31083
C  -3.58285  -0.18331  -0.17090
C  1.25273  2.54809  -0.88755
H  5.76268  -6.69590  0.64657
C  0.77786  3.85406  -1.18711
C  4.50063  -2.88471  -0.36249
H  3.24315  0.36522  1.05223
C  2.44147  -0.29829  1.39469
C  -4.24271  2.66657  -1.60272
C  1.56492  0.49748  2.37216
C  -3.34792  2.79310  -0.54342
O  2.02251  0.86074  3.44233
N  -7.63088  6.01834  -0.88755
H  -3.90604  -2.36222  0.00093
C  -5.34371  3.49939  -1.69322
C  -2.15877  1.90817  -0.43575
C  -5.56252  4.46833  -0.71588
H  5.05096  -2.07718  -0.82687
H  -4.06273  1.91273  -2.35839
H  1.29824  -3.73195  0.31396
H  5.76677  -5.87990  2.20645
H  -4.57288  0.23414  -0.26765
C  -0.58455  3.81776  -1.01067
O  1.25601  -1.84589  -1.87479
C  -2.36555  0.54610  -0.18688
H  1.38016  4.69183  -1.50190
C  4.41471  -5.01658  0.77669
C  -0.90602  2.48520  -0.62083
C  3.02773  -4.91514  0.81680
H  -6.03855  3.40821  -2.51766
Be  0.23985  0.24573  0.35669
H  -1.18309  -2.40722  0.19442
O  3.32450  -0.53661  -1.51783
C  5.12662  -6.19973  1.38157
N  1.56927  -0.75325  0.29961
C  -1.83112  -1.55135  0.06878
H  -1.28919  4.62117  -1.16184
H  2.27012  2.18036  -0.92545
H  6.22322  -4.05755  0.13940
H  2.91135  -1.12380  1.93468
S  2.27586  -1.37335  -0.96865
C  -3.24118  -1.51334  -0.03196
H  -4.84953  5.35245  1.10431
C  -3.57039  3.76750  0.42754
H  -2.87090  3.85597  1.24935
N  -1.31228  -0.33768  -0.01926
H  2.45020  -5.70746  1.27954
H  4.41833  -6.93059  1.77065

Output
E_HOMO   -5.1 eV
Strongest force on any atom   0.008 Eh/bohr
HOMO-LUMO gap   6.7 eV
Electronic energy   -1897.2642 hartree
Charge   -1

natural (NBO) atomic charge list, values in e, 8 entries:
1 C -0.20
2 C 0.29
3 C -0.23
4 C -0.18
5 O -0.91
6 N -0.63
7 C -0.26
8 C -0.22

=====

(3)
Here is C25H19Cl2N2O11Pb as an isolated structure from OMol25. Energies are from ωB97M-V/def2-TZVPD.

Positions of all 60 atoms, in Å:
C  1.51159  1.10182  6.14639
C  -0.92977  -3.70789  2.79049
H  -2.72439  -4.46422  3.69740
C  0.18993  2.37091  -5.76307
C  -0.64974  -1.63344  -3.76458
C  0.88276  0.61602  3.86829
C  2.30710  1.62219  1.07910
H  -2.28086  -2.30334  1.28615
C  -2.04777  -1.33998  -0.31615
C  -2.09035  -3.60195  3.54464
N  0.99512  0.96763  -3.53446
H  -0.82065  3.64371  -4.32299
C  -0.19623  2.78035  -4.50095
C  1.96647  2.68164  4.40672
O  2.70934  -1.14760  -3.78794
O  -2.15364  -0.16634  -2.44541
O  -0.22062  -2.01821  -2.63778
O  2.08110  0.36155  0.85784
H  0.56719  -0.71750  5.51448
C  -1.63761  -1.26425  3.86355
C  1.29365  2.30142  2.01399
H  -2.86853  -2.08081  -2.09656
O  -0.91437  3.42207  -1.87360
O  2.47571  -1.09460  -6.01395
C  -0.22203  2.42011  -1.98581
C  -1.84262  -0.66328  -3.73620
C  2.23466  -0.64720  -4.77340
O  3.23018  2.26613  0.60421
H  1.46008  3.37565  1.95702
Pb  1.21581  -0.38366  -1.27407
H  2.94892  -1.93199  -5.90693
H  -3.77967  -0.76175  -1.35249
C  -2.44007  -2.37364  4.07987
C  0.22155  2.03742  -3.40194
C  1.36832  0.57435  -4.75059
Cl  -2.20914  0.27130  4.43088
C  0.98421  1.23937  -5.89985
C  2.02994  2.32341  5.74761
H  2.36286  3.63745  4.08451
C  1.39034  1.85576  3.45028
C  -2.77166  -1.10077  -1.62020
N  0.36105  -0.24530  2.89239
H  -2.71114  -1.16336  -4.18115
H  0.29828  2.08185  1.62005
H  0.91863  -0.24013  2.02571
H  2.47714  2.99405  6.47032
H  -3.35630  -2.25150  4.64086
C  -0.43161  -1.33478  3.14350
C  -0.12170  -2.60050  2.60765
H  -0.63543  -4.64734  2.34340
H  1.28973  0.86779  -6.86607
H  -1.60922  0.20133  -4.35561
Cl  1.32967  -2.78398  1.67985
H  -0.13010  2.91820  -6.64080
C  0.95089  0.24918  5.20910
H  1.55127  0.80231  7.18674
O  -0.98530  -0.89348  0.03565
O  -2.78310  -2.13990  0.46912
O  0.17916  1.64292  -1.05688
O  -0.21902  -1.92518  -4.88832

Output
E_HOMO   -5.3 eV
Strongest force on any atom   0.002 Eh/bohr
HOMO-LUMO gap   7.7 eV
Electronic energy   -3014.7442 hartree
Charge   -1

natural (NBO) atomic charge list, values in e, 8 entries:
1 C -0.22
2 C -0.25
3 H 0.22
4 C -0.17
5 C 0.75
6 C 0.15
7 C 0.81
8 H 0.51

=====

Q: Which of these has the highest strongest force on any atom?
A: C25H19BF6FeO5S

=====

Q: What is the formula in the second record?
A: C25H19BeN4O4S